Formula: C30H49FP2Y
Source: OMol25
Level of theory: wB97M-V/def2-TZVPD

Structure (XYZ):
```
83
Properties=species:S:1:pos:R:3:forces:R:3:lowdin_charge:R:1
Y 0.09234 -0.18900 -0.28570 -1.0392 0.1440 1.2951 1.263
C 1.60078 -2.13875 -0.43892 1.2851 0.7798 0.2865 -0.344
C 1.99644 -1.17505 -1.42551 0.6597 0.2522 1.2309 -0.355
C 2.55887 -0.34014 0.66640 -0.0342 -1.0234 -1.0820 -0.285
C 1.99762 -1.64270 0.84351 0.5778 0.2909 -1.1695 -0.269
C 2.57167 -0.05114 -0.72994 -0.0152 -1.6287 0.1071 -0.324
C 1.13982 -3.50800 -0.76656 -0.3037 -0.4422 -0.0987 -0.035
H 0.44087 -3.46783 -1.61228 0.0895 -0.2799 0.1073 0.074
H 0.62409 -3.96171 0.08547 0.0993 -0.0686 -0.2521 0.061
H 1.98241 -4.16115 -1.05652 -0.3170 0.2273 0.1021 0.110
C 2.21730 -2.46717 2.04962 -0.4229 -0.1162 0.7127 -0.016
H 1.73231 -3.43742 1.93741 0.0693 0.0412 0.2065 0.071
H 1.80289 -1.94799 2.91772 0.0672 -0.2886 0.1434 0.072
H 3.29075 -2.64713 2.23359 -0.3443 0.1557 -0.2246 0.111
C 3.39082 0.39957 1.64538 0.1387 0.4223 0.4765 -0.035
H 4.47515 0.28627 1.47938 -0.3758 -0.0500 -0.2586 0.111
H 3.19571 0.05204 2.66013 0.1407 0.1694 -0.1082 0.072
H 3.15051 1.46768 1.56753 0.2677 -0.0672 0.3436 0.073
C 3.39451 1.01314 -1.33711 0.0518 0.6427 -0.2454 -0.034
H 4.41647 0.65709 -1.56108 -0.4328 0.0898 0.0109 0.113
H 3.48420 1.85830 -0.64683 0.0929 -0.0530 -0.2752 0.066
H 2.91801 1.35903 -2.25808 0.3358 0.1824 -0.0848 0.072
C 2.11716 -1.49097 -2.86329 -0.1676 -0.0630 -0.7226 -0.029
H 2.95989 -2.18884 -3.02486 -0.3290 0.3364 -0.0692 0.112
H 2.26755 -0.58862 -3.46247 0.1298 -0.2068 -0.0107 0.066
H 1.20565 -1.97526 -3.22918 0.1688 -0.0718 -0.1822 0.068
C -2.24149 0.35948 -2.48005 0.0118 0.2157 0.0939 -0.139
C -1.56849 -0.63237 -3.06138 0.2187 -0.1939 0.0398 -0.131
C -1.46571 -0.71488 -4.56247 -0.0097 -0.7200 -0.3461 -0.160
C -0.54364 0.31975 -5.27834 0.5062 -0.0870 -0.4766 -0.169
C 0.13860 1.35747 -4.42650 -0.6270 0.2106 0.3918 -0.106
C -0.57022 2.36030 -3.88296 0.0763 -0.7705 0.0325 -0.103
C -2.06391 2.43333 -4.07852 -0.0264 0.7348 -0.1496 -0.173
C -2.94497 1.40028 -3.31237 -0.6368 0.3699 0.3234 -0.165
H -2.45753 -0.63181 -5.04204 0.2404 -0.1001 0.5322 0.121
H -1.14662 0.80699 -6.06443 0.3610 -0.1161 0.2802 0.117
H -1.09381 -1.71330 -4.83933 -0.2117 0.2665 0.1752 0.112
H -3.61087 0.93506 -4.06112 0.3153 -0.1274 0.4720 0.122
H -2.34244 0.47310 -1.38320 -0.0633 -0.2930 -0.3563 0.074
H -1.08318 -1.45378 -2.49870 -0.2772 0.3528 -0.0509 0.086
H -3.61540 1.97902 -2.65981 0.1626 -0.2832 -0.1181 0.110
H -2.39903 3.42574 -3.74756 0.0930 -0.1961 -0.2736 0.108
H -0.14140 3.12097 -3.23236 0.2530 -0.1535 -0.2046 0.096
H -2.32060 2.35776 -5.14817 0.2259 0.0912 0.3435 0.116
H 0.23906 -0.26011 -5.78648 -0.2502 0.2528 -0.0168 0.111
H 1.20188 1.19583 -4.25957 -0.1094 0.4503 0.0345 0.086
P -1.69078 -1.77378 1.18118 0.0305 -0.5367 -0.0504 0.730
C -1.14111 -3.04238 2.37079 0.3997 0.0679 0.3877 -0.257
H -2.00197 -3.51892 2.84929 0.0289 -0.0018 -0.1780 0.066
H -0.52204 -2.57717 3.13481 -0.1504 -0.0855 -0.0707 0.011
H -0.51718 -3.80098 1.89166 -0.3308 0.0266 -0.1837 0.032
C -3.11442 -0.91488 1.92252 -0.1159 0.4050 0.1945 -0.280
H -3.78153 -1.61578 2.43498 0.0260 0.0488 -0.1872 0.062
H -3.67603 -0.36355 1.16266 -0.0359 -0.2819 -0.1447 0.039
H -2.76485 -0.16903 2.63615 0.0288 -0.1648 -0.0775 0.008
C -2.56403 -2.91865 0.04332 -0.2578 -0.1501 -0.1057 -0.290
H -3.15799 -2.36625 -0.68636 -0.1096 -0.0156 0.0065 0.031
H -3.21282 -3.59575 0.61154 0.0160 0.0767 -0.2355 0.053
H -1.83469 -3.51381 -0.51221 -0.0348 -0.0480 0.0911 0.024
P -0.09571 2.40760 0.71191 0.4240 1.3289 1.0067 0.777
C 1.20102 3.48486 -0.01324 -0.0676 0.1712 -0.6962 -0.266
H 0.85292 4.51523 -0.13431 0.0670 -0.1001 0.0412 0.060
H 1.53583 3.10169 -0.97775 -0.0457 0.1857 -0.0888 0.011
H 2.07602 3.48747 0.65228 -0.3510 -0.0699 -0.0890 0.049
C -1.76519 3.12861 0.48555 -0.2926 0.0452 -0.3988 -0.261
H -1.99495 3.41158 -0.54372 0.0935 0.0307 0.0048 0.035
H -1.90934 3.98814 1.15055 0.1101 -0.1191 -0.2600 0.057
H -2.49676 2.36609 0.77516 0.0884 0.0464 0.0609 0.035
C 0.15358 3.02629 2.40698 0.1499 -0.5257 0.5061 -0.272
H 0.09579 4.11519 2.45078 -0.1533 -0.0137 -0.3144 0.067
H 1.13862 2.73059 2.76262 -0.0924 0.0506 0.0445 0.032
H -0.58355 2.57622 3.06573 -0.0122 0.0375 0.1551 0.053
F 0.69572 0.66663 7.30482 -0.3270 -0.2688 -0.7007 0.022
C 0.34399 0.33637 6.01589 0.3166 0.3092 0.6175 -0.270
C -0.84580 -0.34749 5.79334 -0.0312 -0.1822 -1.2020 0.007
C -1.17340 -0.65101 4.43380 0.6533 0.5151 2.2031 -0.161
C -0.32781 -0.26242 3.42176 -1.0378 -0.4586 -2.9035 -0.184
C 0.83385 0.38994 3.67783 0.9572 0.8141 1.9462 -0.235
C 1.20906 0.72578 5.00153 -0.3636 -0.3456 -0.7231 -0.004
H -1.49613 -0.64313 6.61394 0.2285 0.1250 -0.0658 0.114
H -2.07833 -1.21841 4.24799 -0.0537 0.0405 0.1175 0.071
H 1.48791 0.72027 2.88797 -0.1645 -0.0610 0.0414 0.018
H 2.12809 1.28178 5.18579 -0.2357 -0.1744 0.2853 0.118
```
Forces are in eV/Å.

Kohn-Sham gap (alpha / beta)   6.012 / 6.011 eV
Max |F|   3.117 eV Å⁻¹
E_HOMO (alpha / beta)   -9.05 / -9.05 eV
Charge   +1
E_tot   -54235.084 eV